Computed, not measured: a molecular structure, C6H14O at a distorted geometry, with ωB97M-V/def2-TZVPD.

Structure (XYZ):
```
21
Properties=species:S:1:pos:R:3:lowdin_charge:R:1
C -0.56688 0.03917 -0.21712 -0.510
C 1.91485 -0.01686 0.48625 -0.391
C -1.20712 -0.03893 -1.59500 -0.105
C -1.24957 -0.91264 0.74905 -0.089
C -0.61664 1.46966 0.29732 -0.081
C 1.17894 -0.65747 -0.55388 -0.097
O 1.77775 -0.46082 1.76579 -0.029
H 1.50230 0.26650 2.33460 0.099
H 2.11046 1.04868 0.37134 0.109
H -1.14414 -1.04705 -2.00696 0.079
H -2.26885 0.23175 -1.55218 0.080
H -2.29526 -0.62293 0.91024 0.082
H -1.25664 -1.93113 0.35787 0.080
H -0.76760 -0.92341 1.72677 0.070
H -0.24183 1.55629 1.31867 0.071
H -1.65067 1.83527 0.32110 0.088
H -0.05015 2.14634 -0.34532 0.083
H -0.72798 0.64629 -2.29680 0.077
H 1.04529 -1.72759 -0.44732 0.105
H 1.40806 -0.28550 -1.54416 0.098
H 3.10567 -0.61559 -0.08027 0.180
```

## Properties
- Energy above the lowest of the compared OMol25 structures with the same formula, charge and spin: 68.63 kcal/mol
- Highest occupied orbital energy: -8.13 eV
- Calculated total energy: -8493.9163 eV
- Lowest unoccupied orbital energy: 0.749 eV

=====

Computed, not measured: 10 unconnected molecules or ions with the total composition C17H54O10 at a distorted geometry, with ωB97M-V/def2-TZVPD.

Structure (XYZ):
```
81
Properties=species:S:1:pos:R:3:lowdin_charge:R:1
C 3.21140 -0.52225 4.79655 -0.056
C 2.56684 -0.91917 3.49165 -0.475
C 2.77118 -2.35890 3.09786 -0.041
O 1.19307 -0.66513 3.73643 -0.083
H 3.21602 0.55990 4.92698 0.074
H 4.22506 -0.91631 4.86945 0.076
H 2.81049 -0.98779 5.69691 0.089
H 2.88270 -0.26790 2.67667 0.122
H 3.74810 -2.66550 2.72404 0.080
H 2.10293 -2.67230 2.29580 0.077
H 2.61025 -2.98587 3.97486 0.086
H 1.15274 0.25146 4.01898 0.046
C -2.52423 -0.35216 4.06459 -0.043
C -2.12626 -1.81732 3.77895 -0.513
C -1.78076 -2.12708 2.29065 -0.047
O -1.01223 -2.14373 4.52104 -0.063
H -3.54344 -0.36210 3.67830 0.075
H -1.86294 0.32519 3.52423 0.055
H -2.39886 -0.19958 5.13655 0.080
H -2.94367 -2.45067 4.12363 0.129
H -2.64759 -1.77700 1.73016 0.078
H -1.80927 -3.21309 2.37934 0.083
H -0.89326 -1.64048 1.88609 0.051
H -0.30618 -1.61361 4.14412 0.032
C 0.65560 -0.07397 0.22031 -0.065
C 0.64002 0.41446 -1.26734 -0.294
O -0.42532 -0.08199 -2.05789 -0.104
H 0.70549 -1.16277 0.23203 0.058
H -0.32159 0.13082 0.65764 0.063
H 1.48676 0.38750 0.75353 0.057
H 1.61275 0.20034 -1.71012 0.096
H 0.47352 1.49145 -1.28935 0.093
H -0.58565 0.56367 -2.75000 0.069
C 2.64759 -2.02241 -4.39149 -0.109
C 1.58500 -2.46538 -5.37104 -0.279
O 0.95040 -3.71919 -4.93561 -0.116
H 2.19114 -1.46656 -3.57248 0.048
H 3.33735 -1.31947 -4.85861 0.065
H 3.21700 -2.81216 -3.90140 0.075
H 1.97497 -2.53224 -6.38669 0.101
H 0.81126 -1.69791 -5.35063 0.099
H 0.74953 -3.66612 -3.99836 0.022
C -1.65709 -3.21483 -0.90221 -0.096
C -1.31907 -3.31441 -2.34603 -0.325
O -0.09922 -2.72125 -2.57009 -0.104
H -1.42781 -2.25537 -0.43855 0.050
H -1.10680 -3.86136 -0.21863 0.078
H -2.69633 -3.50539 -0.74836 0.083
H -2.04234 -2.70022 -2.88247 0.116
H -1.21929 -4.34088 -2.69888 0.124
H -0.08129 -1.98525 -1.95399 0.042
C -0.47601 4.49622 -0.66824 -0.242
O 0.90339 4.24319 -0.78362 -0.297
H -0.67163 5.53453 -0.93610 0.052
H -0.88819 3.91473 -1.49291 0.044
H -0.98281 4.27927 0.27207 0.072
H 1.27021 4.87580 -1.40560 0.017
C -4.42343 0.49072 -3.47811 -0.230
O -5.36897 0.57485 -2.50539 -0.100
H -4.67095 1.08937 -4.35472 0.076
H -3.44232 0.69654 -3.05015 0.067
H -4.38841 -0.53027 -3.85818 0.074
H -6.22108 0.79242 -2.89030 0.079
C -2.26905 2.96957 -3.91610 -0.254
O -1.52491 2.07478 -4.67223 -0.216
H -2.27914 2.73235 -2.85227 0.065
H -1.97175 3.94659 -4.29710 0.060
H -3.31692 2.84585 -4.18954 0.043
H -1.38690 2.37747 -5.57275 0.063
C 3.66862 2.86615 1.17690 -0.131
O 2.39604 3.60478 1.41359 -0.169
H 3.92442 2.31349 2.08091 0.051
H 3.46131 2.04154 0.49489 0.067
H 4.54102 3.49873 1.01300 0.070
H 1.95386 3.64502 0.56243 0.006
C 0.19273 2.28459 3.52361 -0.161
O 1.53271 2.33786 3.93891 -0.137
H -0.26149 3.26978 3.41793 0.084
H 0.14532 1.68734 2.61303 0.071
H -0.22373 1.84757 4.43118 0.082
H 2.07910 2.45173 3.15783 0.033
```

## Properties
- Energy above the lowest of the compared OMol25 structures with the same formula, charge and spin: 28.81 kcal/mol
- Highest occupied orbital energy (spin up / spin down): 0.34 / -7.46 eV
- Spin multiplicity: 2
- Calculated total energy: -38974.4095 eV
- Charge: -1
- Lowest unoccupied orbital energy (spin up / spin down): 2.533 / 2.445 eV

=====

Computed, not measured: C22H27ClN2O4 in the gas phase, with ωB97M-V/def2-TZVPD.

Structure (XYZ):
```
56
Properties=species:S:1:pos:R:3:lowdin_charge:R:1
C -0.44707 6.68487 -1.83710 -0.083
H -1.03425 6.13481 -2.58050 0.097
H -1.00037 6.72107 -0.89278 0.097
O 0.83186 6.12763 -1.66874 -0.060
C 0.92487 4.84815 -1.21253 -0.186
C 2.24157 4.37061 -1.05592 -0.129
C 2.43771 3.06733 -0.58251 -0.179
C 1.33313 2.26492 -0.31127 0.015
C 0.04257 2.73900 -0.46805 -0.233
C -0.15786 4.03650 -0.91515 0.021
H -1.16635 4.39736 -1.03275 0.112
C -1.13043 1.83865 -0.20317 -0.131
H -1.94042 2.39622 0.26954 0.129
H -0.83080 1.03927 0.47656 0.100
C -1.65373 1.23723 -1.52070 -0.088
C -2.67710 0.15204 -1.24333 -0.459
O -3.87146 0.38581 -1.27188 0.053
N -2.20886 -1.08790 -0.95774 -0.052
C -0.83803 -1.50891 -0.79570 -0.123
H -0.14469 -0.70079 -1.01317 0.108
C -0.62631 -2.00647 0.63779 -0.168
N -1.54513 -3.09446 0.90019 -0.124
C -1.20910 -4.05046 1.85315 -0.253
C -1.99951 -4.29502 2.97962 -0.021
C -1.67519 -5.28164 3.89082 -0.086
C -0.54131 -6.05376 3.71253 -0.093
C 0.25352 -5.84448 2.59883 -0.116
C -0.08471 -4.86981 1.67972 -0.572
Cl 0.89953 -4.73107 0.25595 0.717
H 1.12937 -6.45108 2.42739 0.102
H -0.27892 -6.81993 4.42468 0.102
H -2.30829 -5.43893 4.75099 0.104
H -2.87581 -3.68917 3.14866 0.106
C -2.91770 -2.64931 0.78880 -0.146
H -3.58677 -3.48884 0.98057 0.128
C -3.14271 -2.14825 -0.64072 -0.111
H -4.15184 -1.75015 -0.75499 0.122
H -2.99117 -2.97693 -1.34095 0.135
H -3.14567 -1.83448 1.49498 0.135
H 0.40125 -2.34071 0.76792 0.081
H -0.81402 -1.17590 1.34084 0.128
H -0.64148 -2.34015 -1.48393 0.130
H -2.15842 2.01778 -2.09065 0.125
H -0.82650 0.86138 -2.12303 0.116
H 1.47647 1.25897 0.05037 0.101
O 3.73138 2.64377 -0.39613 -0.106
C 3.95555 1.32815 0.04161 -0.082
H 3.55675 0.59085 -0.66334 0.096
H 5.03827 1.22141 0.09502 0.096
H 3.52846 1.15264 1.03453 0.097
O 3.21419 5.28322 -1.35270 -0.054
C 4.48165 4.84505 -1.78548 -0.072
H 4.39975 4.07009 -2.55225 0.100
H 4.95831 5.72727 -2.21320 0.094
H 5.08764 4.46798 -0.95862 0.087
H -0.27889 7.70007 -2.19310 0.094
```

## Properties
- Energy above the lowest of the compared OMol25 structures with the same formula, charge and spin: 40.84 kcal/mol
- SMILES string: COc1cc(CCC(=O)N2CCN(c3ccccc3Cl)CC2)cc(OC)c1OC
- Highest occupied orbital energy: -7.90 eV
- Calculated total energy: -46943.9821 eV
- Lowest unoccupied orbital energy: 0.485 eV

=====

Computed, not measured: a molecular structure, C25H32NO3PPdSSi at a distorted geometry, with ωB97M-V/def2-TZVPD.

Structure (XYZ):
```
65
Properties=species:S:1:pos:R:3:lowdin_charge:R:1
Pd -0.62188 -1.09457 0.70199 0.727
O -4.62049 -1.50300 -0.90902 0.052
C -3.62016 -1.09574 -0.35242 -0.714
O -2.75834 -1.77012 0.31682 -0.165
C -3.35506 0.44764 -0.36581 -0.217
P -1.55993 0.68588 -0.45808 1.033
C -1.18607 0.76387 -2.23657 -0.330
C -1.95730 1.52685 -3.11102 -0.081
C -1.68504 1.50490 -4.46776 -0.076
C -0.63643 0.73569 -4.95730 -0.074
C 0.15301 0.00032 -4.08757 -0.057
C -0.12277 0.01315 -2.72865 -0.076
C -1.19100 2.37141 0.11030 -0.338
C 0.13805 2.79042 0.01314 -0.098
C 0.53140 4.00015 0.55397 -0.067
C -0.39842 4.81156 1.19276 -0.074
C -1.72540 4.41719 1.26501 -0.077
C -2.12059 3.19788 0.73238 -0.082
H -3.71534 0.81859 0.59685 0.082
H -3.89645 0.93701 -1.17013 0.089
H -2.76650 2.14045 -2.73349 0.106
H -2.29719 2.08034 -5.14988 0.105
H -0.43955 0.71301 -6.02134 0.105
H 0.97302 -0.59651 -4.46559 0.109
H 0.48167 -0.56431 -2.04209 0.063
H 0.85952 2.14685 -0.47971 0.088
H 1.56639 4.31015 0.48794 0.109
H -0.08577 5.74572 1.64047 0.106
H -2.45819 5.05385 1.74341 0.105
H -3.15780 2.89608 0.80167 0.095
C -1.08637 -1.39586 5.17705 -0.236
S -1.15265 -1.02111 3.39652 0.796
C -2.96404 -1.01997 3.31337 -0.234
O -0.67741 -2.27842 2.72377 -0.569
H -1.61217 -2.33203 5.35450 0.059
H -1.54941 -0.57248 5.71939 0.059
H -0.04073 -1.49555 5.46120 0.051
H -3.30377 0.00065 3.49444 0.060
H -3.39391 -1.70576 4.04026 0.058
H -3.22078 -1.34199 2.30552 0.022
C 3.43936 0.95889 -0.16868 -0.180
Si 2.62029 -0.28677 1.01165 0.398
C 1.71913 0.68877 2.35944 -0.193
C 3.93728 -1.37083 1.82218 -0.168
N 1.42585 -1.26760 0.23130 -0.166
C 1.59583 -2.14218 -0.81609 -0.406
C 2.78311 -2.15711 -1.57393 -0.056
C 2.92227 -2.98977 -2.67095 -0.100
C 1.89191 -3.83180 -3.05956 -0.115
C 0.71967 -3.85665 -2.31292 -0.090
C 0.57366 -3.04326 -1.20726 -0.065
H 3.66813 1.89125 0.35266 0.022
H 2.78614 1.19512 -1.01208 0.015
H 4.37607 0.57207 -0.57558 0.022
H 2.25485 1.60360 2.62434 0.032
H 1.62544 0.08422 3.26339 0.012
H 0.71929 0.97454 2.03406 -0.024
H 4.62354 -0.77609 2.42909 0.028
H 4.52905 -1.91322 1.08225 0.023
H 3.45965 -2.10829 2.46993 0.030
H 3.58404 -1.48044 -1.29762 0.080
H 3.84537 -2.97667 -3.23776 0.100
H 1.99821 -4.46581 -3.92983 0.094
H -0.08380 -4.52323 -2.59980 0.105
H -0.34056 -3.10089 -0.62452 0.087
```

## Properties
- Energy above the lowest of the compared OMol25 structures with the same formula, charge and spin: 25.18 kcal/mol
- Highest occupied orbital energy (spin up / spin down): -7.26 / -7.26 eV
- Calculated total energy: -65559.1119 eV
- Lowest unoccupied orbital energy (spin up / spin down): -1.309 / -1.308 eV

=====

Please write out number 1 again, unchanged.
Computed, not measured: a molecular structure, C6H14O at a distorted geometry, with ωB97M-V/def2-TZVPD.

Structure (XYZ):
```
21
Properties=species:S:1:pos:R:3:lowdin_charge:R:1
C -0.56688 0.03917 -0.21712 -0.510
C 1.91485 -0.01686 0.48625 -0.391
C -1.20712 -0.03893 -1.59500 -0.105
C -1.24957 -0.91264 0.74905 -0.089
C -0.61664 1.46966 0.29732 -0.081
C 1.17894 -0.65747 -0.55388 -0.097
O 1.77775 -0.46082 1.76579 -0.029
H 1.50230 0.26650 2.33460 0.099
H 2.11046 1.04868 0.37134 0.109
H -1.14414 -1.04705 -2.00696 0.079
H -2.26885 0.23175 -1.55218 0.080
H -2.29526 -0.62293 0.91024 0.082
H -1.25664 -1.93113 0.35787 0.080
H -0.76760 -0.92341 1.72677 0.070
H -0.24183 1.55629 1.31867 0.071
H -1.65067 1.83527 0.32110 0.088
H -0.05015 2.14634 -0.34532 0.083
H -0.72798 0.64629 -2.29680 0.077
H 1.04529 -1.72759 -0.44732 0.105
H 1.40806 -0.28550 -1.54416 0.098
H 3.10567 -0.61559 -0.08027 0.180
```

## Properties
- Energy above the lowest of the compared OMol25 structures with the same formula, charge and spin: 68.63 kcal/mol
- Highest occupied orbital energy: -8.13 eV
- Calculated total energy: -8493.9163 eV
- Lowest unoccupied orbital energy: 0.749 eV

=====

Which of these has the highest energy above the lowest of the compared OMol25 structures with the same formula, charge and spin?
C6H14O

=====

Among the records above, which one has the lowest energy above the lowest of the compared OMol25 structures with the same formula, charge and spin?
C25H32NO3PPdSSi